Record 1
C19H44N3Si4TeTi | the ωB97M-V functional and the def2-TZVPD basis

Results
**Gap between HOMO and LUMO**: 0.2760 Ha
**DFT total energy**: -86804.863 eV
**Energy relative to the best compared isomer or geometry (same formula, charge and spin)**: 28.5 kcal per mole
**Maximum force**: 3.0 eV Å⁻¹
**E_LUMO**: -2.758 eV
**Net charge**: +1

Atoms and positions in Å:
Ti: 0.74057 -1.86877 1.68278
N: 1.17407 -0.54503 3.26987
C: 2.63965 -0.69986 3.29969
C: 2.96839 -2.14357 2.85729
C: 3.30119 -2.28559 1.35316
C: 2.83898 -3.64062 0.79446
N: 1.37360 -3.58107 0.58938
H: 0.87611 0.41994 3.24731
H: 0.75127 -0.97632 4.08839
H: 3.04740 -0.50300 4.29121
H: 3.08336 0.01591 2.60759
H: 2.07847 -2.76680 3.09979
H: 3.79623 -2.53366 3.44262
H: 4.36949 -2.16281 1.19221
H: 2.79788 -1.49026 0.77283
H: 3.07547 -4.43381 1.50343
H: 3.35924 -3.86122 -0.13636
H: 0.90356 -4.44730 0.81940
H: 1.14867 -3.36300 -0.37617
N: -0.65644 -2.53991 2.34991
C: -1.27796 -3.32427 3.28598
C: -0.51170 -4.21874 4.06305
C: -1.10214 -5.01127 5.02964
C: -2.46991 -4.94004 5.25034
C: -3.23969 -4.06560 4.49534
C: -2.65912 -3.26752 3.52723
H: 0.55657 -4.28122 3.88152
H: -0.49677 -5.69095 5.61590
H: -2.93478 -5.56584 5.99987
H: -4.30704 -4.01095 4.66593
H: -3.25716 -2.58514 2.93706
C: 2.62749 1.33574 -3.33504
Si: 1.67843 2.62965 -2.33164
C: 1.41641 4.20242 -3.34317
C: 2.70304 3.04225 -0.79229
Si: -0.43005 1.72018 -1.74036
Te: 0.51464 -0.12593 -0.19021
Si: -1.50870 0.57160 -3.48733
C: -0.52895 -0.96205 -3.99439
C: -1.59569 1.79029 -4.92758
C: -3.25398 0.06174 -2.98187
Si: -1.79341 3.20531 -0.53202
C: -2.43693 4.44256 -1.80552
C: -0.74384 4.13212 0.73889
C: -3.24979 2.35465 0.31217
H: 3.65261 1.65330 -3.53507
H: 2.14258 1.14921 -4.29634
H: 2.66501 0.38862 -2.79222
H: 2.35608 4.57731 -3.75280
H: 0.98344 4.99296 -2.72597
H: 0.73656 4.02190 -4.17912
H: 3.64933 3.51290 -1.06696
H: 2.92740 2.13608 -0.22649
H: 2.16923 3.72564 -0.12826
H: 0.49667 -0.70526 -4.26771
H: -0.99221 -1.45337 -4.85247
H: -0.48407 -1.68446 -3.17647
H: -0.60158 2.01244 -5.32238
H: -2.04522 2.73494 -4.61108
H: -2.19913 1.39617 -5.74764
H: -3.25000 -0.56116 -2.08483
H: -3.73734 -0.50427 -3.78075
H: -3.87274 0.93833 -2.77621
H: -1.61896 4.87909 -2.38398
H: -2.97499 5.26174 -1.32426
H: -3.12362 3.96623 -2.50941
H: 0.01749 4.73448 0.23786
H: -0.23111 3.44866 1.41983
H: -1.35693 4.80680 1.33975
H: -3.90539 1.88694 -0.42545
H: -3.84460 3.07766 0.87403
H: -2.92463 1.57492 1.00413


Record 2
C4H6N2O | the ωB97M-V functional and the def2-TZVPD basis

Results
**Gap between HOMO and LUMO**: 0.2894 Ha
**DFT total energy**: -9269.455 eV
**Energy relative to the best compared isomer or geometry (same formula, charge and spin)**: 93.3 kcal per mole
**Maximum force**: 0.5 eV Å⁻¹
**E_LUMO**: 0.112 eV
**Net charge**: 0

Atoms and positions in Å:
N: -1.91738 0.46748 -0.32700
C: -0.60279 0.02001 -0.18520
C: -0.44692 -1.42585 -0.48322
N: 0.59038 -2.09301 -0.18019
C: 1.83653 0.69045 0.18271
O: 2.24777 1.55793 1.11529
C: 0.40138 0.88544 0.10288
H: -2.62961 -0.14334 0.05329
H: -2.05766 1.41916 -0.01529
H: -1.30981 -1.85745 -1.01569
H: 0.50687 -3.04375 -0.54850
H: 3.21312 1.57452 1.10821
H: 0.16812 1.94840 0.19270


Record 3
C7H17N2S | the ωB97M-V functional and the def2-TZVPD basis

Results
**Gap between HOMO and LUMO (alpha / beta)**: 0.1467 / 0.1563 Ha
**DFT total energy**: -21339.955 eV
**Energy relative to the best compared isomer or geometry (same formula, charge and spin)**: 98.0 kcal per mole
**Maximum force**: 2.8 eV Å⁻¹
**E_LUMO (alpha / beta)**: -6.165 / -6.047 eV
**Net charge**: +1

Atoms and positions in Å:
C: 0.67651 -0.75297 -0.48324
C: -0.12274 -0.09217 -2.60723
C: 2.28745 -0.23294 -2.30242
C: 2.76049 -0.21716 0.78661
C: 0.99237 -1.58119 1.71275
C: -4.30197 2.27737 1.59010
C: -2.32541 0.52322 0.99506
N: 0.97001 -0.36358 -1.69591
N: 1.46445 -0.84046 0.56076
S: -2.65278 2.14116 0.85473
H: -0.03536 0.92429 -2.99593
H: -0.10049 -0.78747 -3.44906
H: -1.07057 -0.19754 -2.08609
H: 2.64443 0.79810 -2.24181
H: 2.99957 -0.89877 -1.82206
H: 2.21718 -0.50615 -3.35392
H: 3.00385 0.49143 0.00383
H: 3.54167 -0.97509 0.85430
H: 2.72674 0.31974 1.73569
H: 1.68725 -2.39447 1.93657
H: 0.01046 -2.00238 1.50575
H: 0.93638 -0.93189 2.59203
H: -4.23964 2.07537 2.65548
H: -4.97412 1.57506 1.10625
H: -4.64717 3.29368 1.42838
H: -3.02109 -0.16574 1.43570
H: -1.38967 0.15612 0.60451


Record 4
C29H37N3OPdSTe | the ωB97M-V functional and the def2-TZVPD basis

Results
**Multiplicity**: 2
**Gap between HOMO and LUMO (alpha / beta)**: 0.1906 / 0.2203 Ha
**DFT total energy**: -58799.010 eV
**Maximum force**: 1.0 eV Å⁻¹
**E_LUMO (alpha / beta)**: 2.423 / 2.422 eV
**Net charge**: -1

Atoms and positions in Å:
Pd: 2.19726 0.86990 -1.62416
C: 4.32915 0.81096 0.99331
C: 4.94791 0.16237 -0.26068
N: 4.57147 0.88334 -1.47882
C: 5.18175 2.21146 -1.62237
C: 4.28620 3.23570 -2.29668
S: 2.73139 3.64915 -1.44900
C: 3.18591 3.76105 0.30479
C: 2.62565 2.62471 1.17764
N: 2.99174 1.29257 0.73891
H: 4.35768 0.07266 1.79832
H: 4.95281 1.64877 1.31768
H: 6.03422 0.11170 -0.12525
H: 4.57257 -0.85448 -0.35909
H: 4.72695 0.31872 -2.29749
H: 5.44616 2.56580 -0.62881
H: 6.11557 2.15727 -2.18553
H: 4.85115 4.14763 -2.48078
H: 3.94214 2.84153 -3.25173
H: 4.27457 3.83166 0.38843
H: 2.77764 4.70391 0.66939
H: 2.94413 2.82696 2.20783
H: 1.53909 2.67111 1.15219
H: 2.26293 0.62925 0.96938
C: -3.34663 -2.74320 5.97594
C: -2.76253 -2.12044 4.72862
C: -3.29656 -0.96151 4.18142
C: -2.76018 -0.37081 3.03226
C: -3.43156 0.89855 2.52817
C: -1.63979 -0.93911 2.38299
Te: -0.63931 0.23720 0.66940
N: 0.11712 1.14683 -1.32924
C: -0.22872 1.16644 -2.59688
O: 0.62356 1.08162 -3.55400
C: -1.68778 1.28899 -3.00916
C: -2.65618 1.76495 -2.12746
C: -3.98503 1.88634 -2.53000
C: -4.36229 1.52777 -3.82208
C: -3.40070 1.04500 -4.70490
C: -2.07324 0.93092 -4.29836
C: -1.20262 -1.44010 -0.52147
C: -2.55781 -1.78597 -0.50381
C: -3.06489 -2.78665 -1.32433
C: -2.21064 -3.45346 -2.19264
C: -0.85839 -3.13836 -2.19724
C: -0.32325 -2.15066 -1.36282
C: 1.16486 -1.91249 -1.38382
C: -1.11238 -2.12463 2.94040
C: 0.06802 -2.84984 2.32070
C: -1.67117 -2.69085 4.08884
H: -4.19903 -2.16716 6.34060
H: -2.60684 -2.79188 6.77848
H: -3.68809 -3.76451 5.78829
H: -4.15498 -0.49732 4.66513
H: -4.36987 1.07373 3.06142
H: -3.64003 0.84502 1.45910
H: -2.79383 1.77468 2.66750
H: -2.35465 2.03551 -1.12313
H: -4.72704 2.26285 -1.83381
H: -5.39471 1.62544 -4.13739
H: -3.68495 0.76188 -5.71150
H: -1.30597 0.56376 -4.97001
H: -3.22385 -1.26098 0.17450
H: -4.12112 -3.02893 -1.29572
H: -2.59242 -4.21894 -2.86024
H: -0.18851 -3.66837 -2.86851
H: 1.68394 -2.67440 -1.96795
H: 1.56780 -1.90589 -0.37486
H: 1.37443 -0.91666 -1.82124
H: 0.58267 -2.21418 1.61077
H: -0.26063 -3.74578 1.78411
H: 0.78231 -3.16595 3.08764
H: -1.23250 -3.60211 4.49880


Record 5
C22H40Br14F6FeO4 | the ωB97M-V functional and the def2-TZVPD basis

Results
**Multiplicity**: 5
**Gap between HOMO and LUMO (alpha / beta)**: 0.3465 / 0.3211 Ha
**DFT total energy**: -1062937.974 eV
**Energy relative to the best compared isomer or geometry (same formula, charge and spin)**: 30.6 kcal per mole
**Maximum force**: 3.6 eV Å⁻¹
**E_LUMO (alpha / beta)**: -0.407 / -1.093 eV
**Net charge**: 0

Atoms and positions in Å:
Fe: 1.67169 2.53347 0.65630
C: -0.51038 1.12162 0.05234
O: 0.73694 1.20241 -0.59045
O: -0.21858 1.75353 1.25910
C: -1.79826 1.52802 -0.78560
F: -2.51970 2.48178 -0.28077
F: -1.41217 1.93860 -2.05104
F: -2.68205 0.58066 -1.00305
C: 0.90223 0.33824 -1.72449
C: 2.43653 0.11261 -1.90717
H: 2.80879 -0.17878 -0.92502
H: 2.87813 -0.55352 -2.64836
H: 2.87760 1.05604 -2.22888
H: 0.50553 0.80353 -2.62684
H: 0.30351 -0.57189 -1.68843
H: -0.70151 0.06088 0.21482
C: 4.46188 1.99991 1.07111
O: 3.32169 1.36637 1.65237
O: 3.83801 2.83233 0.14270
C: 5.47493 2.48148 2.14526
F: 6.49058 3.26874 1.66769
F: 4.90385 3.18024 3.09244
F: 6.12375 1.48806 2.62627
C: 3.49801 0.18925 2.37485
C: 2.05556 -0.23225 2.75606
H: 1.45585 0.50363 3.29172
H: 1.41693 -0.52683 1.92331
H: 1.89280 -1.10068 3.39437
H: 3.88553 0.47233 3.35352
H: 4.02647 -0.61779 1.86740
H: 5.00190 1.20184 0.56163
Br: 5.97032 -1.40339 -5.19814
C: 5.69499 -1.80573 -3.30916
C: 5.02679 -3.14798 -2.97444
Br: 5.50527 -4.55133 -4.28867
H: 5.15842 -0.98050 -2.84099
H: 6.70342 -1.94496 -2.91957
H: 3.98468 -2.84406 -3.07311
H: 5.20811 -3.47548 -1.95074
Br: -1.20971 -0.54497 -5.46756
C: -1.68924 1.00477 -6.64876
C: -1.18766 2.30359 -5.97521
Br: -1.77543 3.69216 -7.31329
H: -2.75746 0.90304 -6.84022
H: -1.22281 0.72821 -7.59430
H: -0.11083 2.46274 -6.03170
H: -1.58531 2.51103 -4.98175
Br: -2.58471 -1.32095 2.30484
C: -3.96499 -2.05496 1.03488
C: -5.38799 -1.82354 1.50665
Br: -6.54103 -2.37651 0.02026
H: -3.74356 -3.10960 0.87117
H: -3.81993 -1.69639 0.01583
H: -5.64599 -0.84973 1.92287
H: -5.72245 -2.37957 2.38248
Br: -0.73896 -4.67343 2.74256
C: 0.99490 -3.90718 2.41275
C: 1.02314 -3.28364 1.01149
Br: 2.94445 -2.94333 0.58449
H: 1.72551 -4.71296 2.48365
H: 1.34554 -3.22128 3.18392
H: 0.56522 -2.29457 0.99933
H: 0.54889 -3.89230 0.24161
Br: -4.04334 1.97831 2.22258
C: -4.15453 3.91277 2.61366
C: -2.86664 4.50723 2.04512
Br: -2.50961 6.27133 2.92321
H: -4.24903 3.91193 3.69956
H: -5.02660 4.39576 2.17287
H: -2.87336 4.60866 0.95987
H: -2.01692 3.87882 2.31192
Br: -1.66973 -2.69153 -2.41463
C: -3.59926 -2.95026 -2.77072
C: -4.12259 -1.71488 -3.45602
Br: -6.01437 -1.82837 -3.70999
H: -4.16504 -3.10277 -1.85164
H: -3.69179 -3.82750 -3.41101
H: -3.58839 -1.60469 -4.39972
H: -3.91920 -0.84625 -2.82975
Br: 1.18217 1.37264 6.17782
C: -0.41216 0.26086 5.90131
C: -1.51502 0.90775 4.98629
Br: -2.25911 2.53521 5.79152
H: -0.80662 -0.02031 6.87777
H: 0.02078 -0.62191 5.43081
H: -2.37651 0.28632 4.74188
H: -1.16079 1.29985 4.03294